1.
A structure of composition C28H78As2F15N7O11 in a non-equilibrium geometry. Source: OMol25; level of theory: wB97M-V/def2-TZVPD.

E = -8293.0829 a.u.
HOMO level (spin up / spin down) = -14.80 / -14.80 eV
M = 1123.78 g/mol
charge = +3
multiplicity = 2
orbital gap (spin up / spin down) = 8.00 / 4.44 eV

```
141
C28H78As2F15N7O11 wB97M-V/def2-TZVPD
As 1.7841 5.6960 -14.8636
As -0.6817 7.4174 -18.8950
F 3.5482 6.2549 -14.8551
F -0.0918 8.2849 -20.2968
F 2.4276 4.2922 -14.0037
F 1.2782 6.5102 -13.3439
F 2.0660 4.8837 -16.4104
F 4.7610 -2.3720 -14.9313
F 0.7876 8.1120 -18.0130
F 0.1738 5.0349 -15.0256
F 1.2452 7.1817 -15.6898
F -1.3772 6.6056 -17.4534
F 0.4199 6.0326 -19.3689
F -1.8665 8.7720 -18.5800
F -1.8985 6.4779 -19.8847
F 4.7332 -1.3355 -13.0899
F 3.1425 -1.2004 -14.4119
O 2.8842 2.9009 -9.6291
O -0.9528 5.5088 -8.5715
O 4.5834 5.2459 -11.8944
O -3.4798 10.0931 -13.7681
O -0.1008 3.2054 -19.9215
O -1.2388 2.2260 -13.1522
O 4.5482 0.4917 -16.2566
O 3.8289 5.4211 -21.4887
O -1.1029 0.8254 -14.6404
O 5.3106 1.1347 -14.1780
O 0.5449 2.0377 -14.1489
N -2.6267 7.9242 -15.4536
N 2.8252 1.8209 -12.4016
N -1.8108 3.7728 -10.5823
N -0.5875 1.6491 -13.9915
N -0.7351 3.9758 -17.3599
N 5.4863 4.0252 -14.3437
N 3.2940 6.3715 -18.6382
C 3.7127 6.0521 -11.1490
C 3.0118 5.6504 -22.5887
C 3.2175 1.5513 -17.8173
C -0.0153 5.3118 -9.5636
C -0.7868 4.8885 -10.8473
C 4.4967 -1.2200 -14.3990
C -1.4281 3.1116 -19.5242
C -3.0562 3.4127 -17.4778
C 2.9719 1.5493 -9.8634
C 7.8721 4.7501 -13.8775
C 3.2906 1.0804 -16.3674
C 4.3588 6.6091 -20.8862
C 6.4466 4.5953 -13.2820
C -1.6442 2.9733 -17.9823
C 3.3090 3.3471 -8.3502
C -4.5336 10.7556 -12.9413
C 5.1053 0.0386 -15.0379
C 3.4299 7.2643 -19.8885
C -1.2800 6.8802 -8.3028
C 2.2036 1.1865 -11.1023
C -2.6726 9.0237 -13.3159
C 2.0593 -0.2733 -11.2288
C 0.2001 3.0319 -21.3111
C 3.6816 8.7507 -19.6140
C 5.8640 5.7819 -12.4139
C -0.7813 9.4731 -15.0084
C -1.7448 8.4562 -14.4040
C -1.5734 5.9913 -11.6573
H 3.4868 0.7151 -18.4626
H 2.2159 1.9347 -13.1990
H 5.6959 6.6613 -13.0357
H 2.3744 7.1652 -20.1422
H 0.0043 9.0383 -15.6264
H -2.0171 3.5865 -9.6113
H 0.7077 6.1269 -9.5959
H -0.1266 3.8589 -21.9416
H -3.4269 4.3722 -17.8385
H -0.6636 3.9603 -16.3525
H -1.0219 4.9262 -17.5459
H 6.4252 6.1025 -11.5363
H -2.5628 3.9502 -11.2328
H 2.6628 5.7663 -11.0840
H 2.2093 1.9162 -18.0134
H 3.1275 1.9609 -15.7460
H -1.2413 2.0407 -17.5874
H 2.4314 1.1120 -9.0239
H 2.9740 9.4557 -19.1775
H -0.1670 2.0602 -21.6415
H -0.6581 7.2714 -7.4976
H 5.3380 6.4716 -20.4275
H -4.5393 11.8288 -13.1322
H 0.5799 4.5253 -9.0997
H -0.2032 10.0274 -14.2691
H 6.2597 3.6993 -12.6900
H 2.1069 6.2475 -22.4755
H 2.9796 -0.8180 -11.4393
H -5.5189 10.3955 -13.2374
H 2.9678 4.3820 -8.3787
H 4.4830 8.8728 -18.8853
H -3.7744 2.6345 -17.7362
H 4.5292 4.1358 -14.0406
H 3.4063 6.9825 -11.6271
H 2.5339 6.7403 -18.0847
H 1.1898 1.5690 -10.9843
H 4.3945 3.3239 -8.2543
H 3.7205 1.4039 -12.6132
H -0.8783 6.8303 -11.6272
H 2.4181 0.4287 -16.3211
H 4.6408 7.3162 -21.6663
H 1.2820 2.9003 -21.3270
H 2.6287 4.6614 -22.8398
H -1.1678 7.5025 -9.1906
H -1.3427 10.3134 -15.4169
H 8.1661 3.7863 -14.2933
H -0.0424 4.5622 -11.5735
H 3.8324 9.2006 -20.5953
H -3.1253 8.5315 -16.0882
H 5.6629 4.4552 -15.2404
H -1.7982 5.6602 -12.6712
H 3.5787 6.1258 -23.3891
H -2.0390 3.9134 -19.9391
H 4.1579 6.4287 -10.2281
H -2.0100 9.3529 -12.5155
H 1.2210 -0.5237 -11.8790
H 6.0525 -0.2522 -15.4920
H -3.0436 3.4444 -16.3883
H -3.3509 8.2000 -13.0929
H -4.3125 10.5604 -11.8920
H -2.3367 7.0239 -8.0774
H 3.9639 1.0979 -9.8447
H 5.7007 3.0442 -14.4516
H 2.7791 2.8471 -7.5394
H -1.9419 2.2323 -19.9126
H 2.9577 2.7853 -12.1327
H -1.1095 7.6326 -14.0781
H -3.2281 7.2801 -14.9601
H 8.1709 5.3051 -14.7668
H 0.1660 3.7896 -17.7763
H 4.1363 6.1775 -18.1157
H -2.4817 6.3982 -11.2130
H -2.0276 7.3486 -16.0279
H 3.8154 2.4382 -18.0271
H 2.9380 5.4718 -18.9279
H 1.7222 -0.6340 -10.2570
H 8.6652 4.9425 -13.1550
H -1.4477 2.8649 -10.8351
```



2.
A structure of composition C28H78MgN5O9 in a non-equilibrium geometry. Source: OMol25; level of theory: wB97M-V/def2-TZVPD.

E = -2263.9855 a.u.
HOMO level = -10.42 eV
M = 653.26 g/mol
ΔE to the lowest compared entry with this formula, charge and spin = 906.9 kJ/mol
charge = +1
orbital gap = 2.78 eV

```
121
C28H78MgN5O9 wB97M-V/def2-TZVPD
Mg 3.9886 1.5658 3.9391
O -9.4904 3.7581 -1.0620
O 0.8186 -3.5312 -8.3089
O -6.0512 -4.8739 -3.1797
O 3.3340 4.1210 -3.6171
O 0.8236 8.2548 5.2316
O 1.5703 -8.1783 0.8099
O 0.5031 0.9387 0.9639
O 6.6897 2.0917 1.6334
O -2.0585 2.0199 7.7461
N -6.0515 -6.4347 -0.6939
N 0.6043 2.4579 6.9788
N 6.1472 4.1106 3.2768
N -0.7056 -8.9311 -1.9739
N 3.2490 -1.7689 -6.2755
C 1.8150 -7.0663 1.6118
C -5.6519 -3.9893 -4.2246
C -5.7256 -4.3249 -1.8975
C -8.1910 4.2753 -1.2952
C 6.3637 4.3496 1.8241
C 3.4875 5.7967 -5.1403
C -2.3363 0.6813 7.4083
C -0.1835 9.1959 4.7795
C 1.9636 -3.4086 -7.5189
C 2.2360 -1.9312 -7.2331
C -6.4340 -4.9999 -0.7231
C -7.7356 5.1186 -0.1475
C -1.0641 8.5489 3.6776
C -1.8605 1.1866 0.4834
C 1.6143 -9.5490 -1.7745
C 0.6071 -7.8412 -0.1651
C 0.3752 -9.0901 -1.0101
C 2.5395 -1.1420 -8.5375
C 0.3677 -4.8470 -8.5937
C 7.0234 0.9786 0.7776
C 2.5582 5.1250 -4.1852
C -1.1041 2.2390 8.7689
C 6.8397 5.7448 1.5930
C 1.3112 2.3203 9.3110
C 7.3038 3.2754 1.2846
C -0.6701 0.2984 0.4681
C -5.9506 -4.3918 0.5682
C 0.3143 1.8486 8.2715
H 6.5219 0.0727 1.1179
H -7.8251 4.6218 0.8186
H 2.3388 2.1899 8.9718
H -0.5042 0.0010 -0.5673
H 3.8427 5.1673 -5.9562
H 8.2962 3.4056 1.7162
H 1.4530 8.6826 5.8169
H 6.9429 4.3721 3.8412
H 0.3217 10.0552 4.3385
H -0.5698 -4.7539 -9.1420
H 2.9623 3.8042 -2.7906
H -0.7884 -0.6551 0.9828
H -0.4898 -8.2149 -2.6526
H 2.8984 -2.2472 -5.4579
H 0.5745 3.4468 7.1819
H 0.4267 0.7675 8.1899
H 3.0050 6.6629 -5.5929
H -1.6547 2.1121 -0.0543
H 1.1738 -5.3993 -9.0765
H -4.6465 -3.6078 -4.0461
H 5.3745 4.2788 1.3717
H -4.6467 -4.4605 -1.8216
H 1.9784 -8.7551 -2.4266
H 1.7799 -3.8622 -6.5449
H -2.1794 1.4367 1.4952
H 7.7999 5.8842 2.0898
H -6.2170 -6.8044 -1.6191
H -1.3310 1.6510 9.6581
H 8.1067 0.9513 0.8955
H 1.3547 -10.4531 -2.3252
H -8.1364 4.8076 -2.2449
H 5.4926 4.7973 3.6232
H -0.4522 8.2375 2.8311
H -0.2576 2.3877 6.4569
H 2.4114 -9.7296 -1.0533
H -5.8665 -3.2444 -1.8703
H -3.1097 0.6689 6.6403
H -7.4596 3.4912 -1.4912
H 0.9901 -6.7708 2.2602
H -2.7270 0.0564 8.2114
H 4.3883 6.2120 -4.6883
H 2.8684 -0.1048 -8.4745
H 6.1180 6.4703 1.9683
H -6.3210 -3.3734 0.6858
H 1.7172 4.7745 -4.7835
H 1.5418 -1.1296 -8.9763
H 6.8199 1.1518 -0.2792
H 3.3695 -0.8507 -5.8722
H 0.1266 -5.3409 -7.6524
H -6.4535 -4.9663 1.3461
H -6.4300 -3.2264 -4.2473
H -9.7986 3.1494 -1.7374
H 1.0299 -7.0744 -0.8142
H -1.4599 0.1618 7.0207
H 2.5557 -7.3215 2.3697
H -1.1339 3.3207 8.9000
H -4.8698 -4.5145 0.6385
H 1.3209 1.8484 10.2935
H -2.7171 0.6954 0.0218
H 1.3715 -1.4355 -6.7913
H 3.1669 -1.6850 -9.2444
H -1.8169 9.1978 3.2301
H -5.6865 -4.4628 -5.2058
H -1.4718 -8.4821 -1.4928
H -0.7599 9.5532 5.6328
H -6.6687 5.3058 -0.2693
H 2.2095 5.7563 -3.3679
H 7.4541 3.5048 0.2296
H 1.1827 3.3769 9.5458
H -8.1956 6.1045 -0.0814
H 2.8552 -3.7801 -8.0240
H -7.4975 -4.8957 -0.9381
H 7.0011 5.9326 0.5315
H -1.4859 7.6263 4.0764
H 2.2160 -6.2316 1.0368
H 0.0264 -9.8970 -0.3655
H -0.3105 -7.4210 0.2465
H -6.6311 -7.0038 -0.0937
```